2 unconnected molecules or ions with the total composition C9H15NOSi in a non-equilibrium geometry, computed with ωB97M-V/def2-TZVPD.

ORCA input file:
```
! RIJCOSX wB97M-V def2-TZVPD def2/J DEFGRID3
* xyz 0 1
C -2.1767 1.2151 0.2809
C -1.9704 1.1521 -1.0505
C -2.8797 0.2460 1.0167
C -2.7299 -1.1053 0.9889
C -2.0048 -0.0458 -1.7859
C -1.7542 -1.6112 -0.0544
C 3.0865 -0.1685 1.6278
C 1.3379 1.6392 -0.3177
C 2.3979 -1.1100 -1.0030
N -1.8319 -1.2405 -1.2794
O 0.1636 -0.6673 0.9357
Si 1.5280 -0.0997 0.3633
H -2.1071 2.2024 0.6430
H -1.7027 2.0746 -1.6016
H -3.5148 0.5661 1.9106
H -3.4877 -1.6743 1.5997
H -2.2151 -0.1134 -2.9200
H -1.3486 -2.6045 0.2916
H 3.8043 0.4007 0.9903
H 2.8011 0.3867 2.4604
H 3.3541 -1.1604 1.8848
H 0.6988 1.5300 -1.1592
H 0.7489 2.0913 0.5648
H 2.2390 2.0722 -0.5304
H 2.9670 -1.9785 -0.6343
H 1.6280 -1.5114 -1.7164
H 2.9685 -0.4857 -1.5058
*
```

## Properties
E_HOMO = -7.81 eV
LUMO energy = -1.6 eV
ΔE to the lowest compared entry with this formula, charge and spin = 2.8740 eV
Frontier orbital gap = 6.2 eV